C40H47BrF3N3O3OsS as an isolated structure in a non-equilibrium geometry, computed with the ωB97M-V functional and the def2-TZVPD basis.

E_tot: -5304.70982 hartree
Highest occupied orbital energy (alpha / beta): -6.9 / -6.9 eV
LUMO level (alpha / beta): -0.78 / -0.76 eV
Multiplicity: 1

Cartesian coordinates (Å):
Os (0.6125, 0.7220, 0.1461)
C (-2.0990, 3.8264, -1.0941)
O (-1.9176, 2.4318, -1.0291)
C (-3.0107, 1.6678, -0.7964)
C (-4.2904, 2.1298, -0.5227)
C (-5.2970, 1.2116, -0.2438)
Br (-7.0387, 1.8644, 0.1483)
C (-5.0715, -0.1433, -0.2397)
C (-3.7957, -0.6206, -0.5654)
C (-2.7682, 0.2822, -0.8310)
O (-1.4911, -0.1118, -1.1145)
C (-3.5909, -2.0540, -0.5843)
N (-4.3042, -2.8720, 0.1403)
C (-3.8889, -4.1300, -0.1794)
C (-4.3364, -5.3611, 0.2840)
C (-3.7805, -6.4885, -0.2796)
C (-2.7827, -6.4060, -1.2544)
C (-2.2947, -5.1924, -1.7011)
C (-2.8697, -4.0565, -1.1590)
N (-2.6685, -2.7160, -1.3733)
H (-2.7626, 4.0855, -1.9249)
H (-1.1079, 4.2394, -1.2604)
H (-2.4982, 4.2176, -0.1549)
H (-4.5176, 3.1827, -0.4975)
H (-5.8515, -0.8491, -0.0017)
H (-1.2951, -0.9804, -0.7059)
H (-5.0919, -5.4118, 1.0500)
H (-4.1312, -7.4603, 0.0346)
H (-2.3901, -7.3159, -1.6802)
H (-1.5071, -5.1277, -2.4390)
H (-2.1004, -2.3282, -2.1092)
C (2.6862, 1.2240, 2.7532)
C (1.4957, 0.3885, 3.0985)
C (1.3066, -0.3877, 4.2334)
C (0.0133, -0.9118, 4.1468)
C (-0.5344, -0.4351, 2.9612)
C (-1.9117, -0.6828, 2.4444)
N (0.3712, 0.3510, 2.3220)
H (3.0938, 1.6734, 3.6572)
H (2.3923, 2.0152, 2.0591)
H (3.4811, 0.6370, 2.2863)
H (2.0165, -0.5332, 5.0257)
H (-0.4879, -1.5292, 4.8668)
H (-2.6004, -0.8113, 3.2770)
H (-1.9689, -1.5905, 1.8341)
H (-2.2562, 0.1592, 1.8439)
C (3.8404, 0.1636, -2.8908)
C (2.4718, 0.7025, -2.4460)
C (1.3478, -0.0861, -3.1266)
C (2.3916, 2.1796, -2.8817)
C (2.3314, 0.6102, -0.9560)
H (3.9485, 0.2592, -3.9697)
H (3.9637, -0.8828, -2.6212)
H (4.6335, 0.7339, -2.4147)
H (1.3963, 0.0189, -4.2074)
H (0.3834, 0.2843, -2.7759)
H (1.4281, -1.1435, -2.8831)
H (2.5390, 2.2656, -3.9557)
H (3.1567, 2.7588, -2.3737)
H (1.4202, 2.5853, -2.6209)
H (3.2393, 0.9614, -0.4478)
F (3.6828, 9.6265, -0.6944)
C (2.3810, 9.3799, -0.4335)
F (2.1134, 10.0350, 0.7128)
F (1.6851, 10.0049, -1.3965)
C (2.0696, 7.9194, -0.3503)
C (1.3949, 7.2819, -1.3854)
C (1.0879, 5.9436, -1.2738)
C (1.4393, 5.2208, -0.1277)
C (2.1307, 5.8725, 0.9001)
C (2.4472, 7.2076, 0.7852)
C (1.1278, 3.8529, -0.0090)
C (0.8521, 2.6672, 0.0757)
H (1.1034, 7.8306, -2.2675)
H (0.5645, 5.4422, -2.0735)
H (2.3992, 5.3149, 1.7856)
H (2.9740, 7.7101, 1.5816)
C (-0.3106, -5.1539, 2.9860)
C (-0.9037, -4.9044, 1.6051)
C (0.1070, -4.2740, 0.6608)
S (0.4939, -2.5707, 1.2875)
O (0.2057, -1.6819, 0.1083)
C (2.3311, -2.6925, 1.3548)
C (3.0258, -2.4371, 0.0271)
C (2.7441, -3.4724, -1.0531)
H (-1.0890, -5.4727, 3.6714)
H (0.1362, -4.2441, 3.3791)
H (0.4503, -5.9289, 2.9499)
H (-1.7654, -4.2400, 1.7014)
H (-1.2631, -5.8437, 1.1751)
H (-0.3151, -4.1559, -0.3334)
H (1.0154, -4.8651, 0.6108)
H (2.5635, -3.6637, 1.7900)
H (2.6171, -1.9204, 2.0706)
H (4.1017, -2.3867, 0.2149)
H (2.7106, -1.4417, -0.3391)
H (2.9824, -4.4804, -0.7171)
H (3.3553, -3.2633, -1.9276)
H (1.7006, -3.4250, -1.3504)

Forces on atoms 1 to 3 (eV/Å):
Os 2.5 -1.8 -0.8
C 0.0 0.3 -0.1
O -0.3 -0.4 -0.1